60
Properties=species:S:1:pos:R:3 method="wB97M-V/def2-TZVPD" e_above_lowest_kcal_mol=45.5 smiles="CCOCCCNC(=O)c1cn(CC)c2ccc(S(=O)(=O)N3CCOCC3)cc2c1=O" molar_mass_g_mol=451.5 e_lumo_ev=-0.30 multiplicity=1 orbital_gap_ev=8.55 e_tot_ha=-1831.52639
C 7.408 3.873 -0.581
C 6.526 2.916 0.206
O 6.848 1.596 -0.183
C 6.288 0.585 0.617
C 4.778 0.403 0.428
C 4.272 -0.823 1.188
N 2.846 -0.970 1.047
C 2.278 -2.008 0.416
O 2.892 -2.963 -0.034
C 0.784 -1.934 0.307
C 0.180 -2.990 -0.301
N -1.143 -3.116 -0.520
C -1.626 -4.331 -1.151
C -2.076 -5.356 -0.113
C -1.997 -2.137 -0.066
C -3.390 -2.226 -0.224
C -4.212 -1.220 0.231
C -3.672 -0.110 0.867
S -4.766 1.201 1.429
O -4.189 1.801 2.591
O -6.090 0.655 1.490
N -4.787 2.361 0.246
C -3.645 3.233 0.093
C -2.734 2.761 -1.046
O -3.465 2.574 -2.241
C -4.499 1.630 -2.075
C -5.481 2.077 -0.987
C -2.318 -0.008 1.053
C -1.459 -1.005 0.582
C -0.011 -0.823 0.783
O 0.434 0.199 1.303
H 8.455 3.668 -0.373
H 7.181 4.899 -0.307
H 7.236 3.739 -1.645
H 5.467 3.133 0.003
H 6.699 3.037 1.287
H 6.506 0.778 1.680
H 6.805 -0.330 0.315
H 4.247 1.287 0.788
H 4.568 0.287 -0.636
H 4.730 -1.735 0.796
H 4.522 -0.729 2.251
H 2.238 -0.213 1.349
H 0.815 -3.795 -0.649
H -2.440 -4.087 -1.837
H -0.807 -4.747 -1.742
H -2.879 -4.961 0.505
H -2.428 -6.255 -0.610
H -1.244 -5.621 0.535
H -3.839 -3.083 -0.698
H -5.284 -1.282 0.124
H -3.119 3.250 1.046
H -4.016 4.239 -0.133
H -1.979 3.515 -1.271
H -2.234 1.821 -0.768
H -4.999 1.559 -3.042
H -4.069 0.649 -1.814
H -6.224 1.311 -0.774
H -5.987 2.993 -1.313
H -1.893 0.834 1.578